{"formula": "C12H21BiF9IO2P2", "method": "ωB97M-V with the def2-TZVPD basis set", "elements": ["C", "I", "H", "H", "H", "Bi", "P", "C", "C", "H", "H", "H", "H", "H", "H", "C", "H", "H", "H", "P", "C", "C", "H", "H", "H", "C", "H", "H", "H", "H", "H", "H", "C", "O", "F", "C", "F", "F", "C", "O", "C", "F", "F", "F", "C", "F", "F", "F"], "positions_angstrom": [[0.45503, -0.05447, -3.98638], [-1.79674, -0.35792, -3.14417], [1.31626, 0.00770, -3.31965], [0.33649, 0.85127, -4.58315], [0.52105, -0.93165, -4.63726], [0.19325, -0.07946, -1.06646], [0.22871, 2.67498, -1.10850], [-1.49132, 3.25632, -1.17150], [0.95993, 3.48929, 0.33418], [0.99173, 4.57066, 0.16923], [0.86583, 4.49916, -2.54008], [1.98222, 3.10933, 0.49112], [2.13161, 3.22243, -2.48934], [-1.95911, 3.13322, -0.18471], [0.37580, 3.26446, 1.23189], [1.05007, 3.41458, -2.54835], [-1.48439, 4.31773, -1.45315], [0.66044, 2.98131, -3.47908], [-2.06594, 2.68179, -1.91031], [0.26491, -2.80247, -0.76261], [-1.44272, -3.42189, -0.65549], [1.02567, -3.67675, -2.16311], [1.81046, -2.68239, 1.07938], [1.63005, -4.36050, 0.46918], [0.36405, -3.61833, 1.50939], [1.09810, -3.43351, 0.71914], [2.08651, -3.39114, -2.23492], [0.94314, -4.75931, -1.98927], [-1.41856, -4.50856, -0.81735], [-2.07281, -2.94661, -1.41857], [0.52047, -3.40715, -3.09953], [-1.84915, -3.20058, 0.33924], [-2.06658, -0.12479, 0.05062], [-3.19520, -0.26573, 0.11918], [-1.28466, 2.02264, 1.94769], [-1.20795, 1.00284, 2.85348], [-1.30046, 1.57630, 4.08851], [-2.35655, 0.27176, 2.68278], [0.09266, 0.13948, 2.62913], [0.51129, 0.00782, 1.35834], [1.23445, 0.78873, 3.51093], [1.03975, 0.64454, 4.85865], [2.43213, 0.25320, 3.21763], [1.31341, 2.12499, 3.24774], [-0.27061, -1.22599, 3.31281], [-0.94900, -1.10379, 4.49701], [-1.05885, -1.97731, 2.47873], [0.83505, -1.97622, 3.56698]], "forces_ev_per_angstrom": [[-1.467, -0.322, -1.645], [1.804, 0.306, -1.367], [-0.421, -0.064, 0.413], [-0.078, -0.137, 0.242], [-0.034, 0.190, 0.276], [1.428, 0.101, 3.611], [-0.610, 1.408, 0.571], [-0.112, 0.154, -0.073], [0.365, -0.207, 0.172], [0.008, -0.104, 0.003], [0.106, -0.304, -0.067], [-0.311, 0.213, -0.027], [-0.289, 0.146, -0.068], [0.138, 0.099, -0.267], [0.170, 0.082, -0.282], [0.166, -0.165, -0.178], [-0.228, -0.215, 0.114], [0.092, 0.251, 0.171], [0.094, 0.278, 0.107], [-0.645, -1.395, 0.662], [-0.009, -0.218, -0.129], [0.135, 0.253, -0.177], [-0.066, -0.250, 0.036], [-0.130, 0.200, 0.116], [0.190, 0.031, -0.201], [0.310, 0.090, 0.084], [-0.292, -0.209, -0.007], [0.055, 0.290, -0.128], [-0.251, 0.242, 0.104], [0.093, -0.298, 0.152], [0.109, -0.191, 0.148], [0.098, -0.102, -0.205], [-3.374, -0.446, -0.191], [2.896, 0.383, 0.091], [0.108, -0.701, 0.209], [-1.172, 1.186, 1.121], [0.296, -0.858, -1.714], [1.085, 0.570, -0.079], [-0.387, 0.015, 1.405], [-0.089, -0.094, -1.780], [0.759, 0.518, 1.120], [0.135, 0.107, -1.799], [-0.871, 0.260, -0.007], [-0.155, -0.942, 0.055], [-0.096, -1.488, 1.261], [0.883, 0.002, -1.724], [0.453, 0.541, 0.277], [-0.889, 0.792, -0.405]], "lowdin_charge": [-0.29, 0.94, -0.02, 0.02, 0.03, 1.26, 0.66, -0.25, -0.23, 0.07, 0.07, 0.07, 0.07, 0.05, 0.03, -0.24, 0.07, 0.04, 0.02, 0.66, -0.26, -0.25, 0.05, 0.07, 0.05, -0.23, 0.06, 0.07, 0.07, 0.00, 0.04, 0.05, -0.17, 0.18, 0.10, -0.46, 0.18, 0.12, -0.33, -0.32, -0.48, 0.16, 0.17, 0.14, -0.47, 0.17, 0.10, 0.16], "e_homo_ev": -14.78, "total_charge": 2, "e_lumo_ev": -9.2369, "gap_ev": 5.54, "energy_ev": -73837.6202}